Below is C30H46IrO2P2 as an isolated structure, with properties calculated with ωB97M-V/def2-TZVPD.

The geometry in XYZ format:
```
81
Properties=species:S:1:pos:R:3:forces:R:3
C 2.491720 -3.835393 -2.021057 0.8 -0.9 -0.5
H 0.758245 -4.129219 -0.761022 0.5 -0.3 -0.2
C -0.332038 1.257914 1.835603 -1.6 1.8 -0.3
C 0.234175 -1.253705 1.825802 0.2 -0.3 0.1
H 3.104266 -7.671097 -1.582470 -0.1 0.4 -0.1
C 1.640319 4.937444 -2.004978 0.2 0.0 -0.4
H 4.828033 0.782601 2.964429 0.0 0.3 -0.4
C -2.048846 1.232127 0.210299 0.6 2.1 1.2
H 3.374247 -1.298364 1.634322 0.2 0.2 -0.1
C -1.766598 -1.179029 -0.578927 -0.1 -0.4 -0.3
H -2.283746 -1.988944 -0.047319 0.1 0.1 0.0
H 2.284807 4.245497 -2.569797 -0.1 0.3 0.1
H 0.188465 4.476110 2.252429 0.0 0.4 -0.5
C -1.464121 -0.017120 0.298973 2.0 -1.6 1.2
H -1.474379 0.955046 -3.303019 0.0 0.3 -0.1
H -3.378675 1.093913 -1.470432 -0.1 0.1 0.3
C -0.627649 6.385338 -0.543224 -0.4 0.5 -0.2
C 0.491726 1.638219 2.994839 0.5 0.4 0.4
H 1.039318 0.552964 -3.862116 -0.3 0.7 0.3
H 0.929017 -1.043570 2.638871 0.0 0.1 -0.1
Ir -0.407484 3.502547 -0.178547 0.7 -5.0 -0.9
H -0.900953 6.585157 1.639196 0.3 -0.3 -0.5
H -2.948644 2.264738 2.465725 -0.1 0.3 0.1
C 1.488482 1.300264 -3.179178 0.9 0.0 0.2
C -1.236999 2.022457 -3.417918 -0.2 0.3 -0.5
O 1.608408 -1.732326 -1.271429 1.9 -1.0 -3.4
H -1.856698 4.981570 -1.775839 0.1 -0.1 0.5
C -1.314929 2.196326 1.126498 -0.1 -2.7 1.1
H 0.725371 6.901127 1.085138 -0.1 0.0 0.0
H 5.721871 1.828237 1.776395 -0.1 -0.1 0.4
H -2.418313 -0.894244 -1.412243 0.1 0.0 0.1
H -4.189219 1.267632 0.103593 0.3 0.1 -0.2
H 2.085315 3.534794 0.946554 -1.0 -0.2 -0.3
C -0.901890 5.040126 -1.227966 0.9 1.2 -1.1
C 4.738003 1.551841 2.178008 0.6 0.5 0.2
H -0.843797 -1.609336 -1.000795 -0.2 0.2 0.2
C -0.470025 -0.027242 1.353980 -1.5 -1.1 -2.2
H -2.120865 2.609024 -3.127155 0.3 -0.1 0.0
H 4.334887 0.641792 -1.568692 -0.3 0.4 0.5
H -0.158633 4.392332 -3.129912 0.2 0.6 0.3
C 3.793058 -5.845767 -2.518069 -0.5 0.4 0.2
H 2.710935 -1.077993 -0.009379 1.1 0.8 1.0
C -3.307836 1.580320 -0.486892 -0.1 0.2 -0.3
H 0.063445 6.960072 -1.172020 0.0 0.1 0.2
H 1.149757 -6.581513 -0.476434 0.1 0.1 -0.1
H 4.254030 2.445359 2.617349 0.4 -0.4 -0.2
H -1.005845 2.223314 -4.471115 -0.2 -0.1 0.1
H 4.137275 2.451514 -1.163241 0.1 -0.3 0.2
H 2.207439 6.116257 -0.261697 -0.1 -0.3 0.0
H 0.146994 1.169682 3.935974 0.0 0.0 -0.4
H 1.699507 5.911302 -2.510893 -0.1 -0.2 0.0
H 4.483794 -1.197690 0.233482 -0.1 -0.2 0.2
C 0.216923 4.389509 -2.082073 0.0 1.2 -2.5
H -0.456049 -2.010327 2.220018 -0.1 0.2 -0.1
C 1.380191 4.213341 0.426117 0.4 1.5 1.3
H -1.559086 6.963519 -0.514347 0.2 -0.1 -0.2
C 2.379513 -2.324480 -2.114321 -3.3 -0.9 3.9
P 0.195637 2.347309 -2.346185 -1.4 -1.1 1.6
P 3.704166 0.989626 0.799075 -2.0 0.0 -0.9
H -3.376187 2.669119 -0.620901 -0.1 -0.3 0.0
H 0.794431 -1.750299 1.027257 -0.1 0.2 0.0
C 3.563728 -4.472458 -2.672854 0.1 -0.1 -0.1
C 1.830941 -5.994924 -1.088225 0.3 0.7 -0.5
O 3.115305 -1.796385 -2.989080 0.2 0.9 -0.6
C -2.241187 2.975011 2.017607 -0.5 0.1 0.7
H 2.265371 1.840043 -3.745147 -0.4 0.0 0.2
H -2.805409 3.731325 1.459762 0.0 -0.1 0.2
C 2.923195 -6.601985 -1.721162 0.1 0.2 0.0
C 3.561370 -0.800369 0.677041 0.0 -1.0 -0.2
C -0.135996 6.243583 0.911237 0.1 0.1 0.4
H 2.005132 0.712885 -2.405322 -0.2 0.4 -0.1
H 4.646368 -6.306104 -3.008316 -0.2 0.0 0.1
H 3.214312 4.703874 -0.560247 -0.4 0.2 0.0
H 0.489000 2.720094 3.159233 0.0 -0.2 0.0
C 1.612809 -4.618020 -1.252030 -0.3 0.4 0.3
H 4.226259 -3.873522 -3.306929 -0.1 -0.3 0.3
C 2.170638 5.061491 -0.574642 0.3 -0.2 0.0
C 4.101356 1.415875 -0.817394 0.7 0.3 -0.2
C 0.265120 4.805334 1.204220 1.0 0.4 0.6
H 1.537323 1.333106 2.831602 -0.2 0.0 0.1
H -1.728541 3.486214 2.837734 0.0 0.0 -0.2
```
Forces are in eV/Å.

Summary:
* net charge: +1
* LUMO (spin up / spin down): -2.84 / -6.26 eV
* energy relative to the best compared isomer or geometry (same formula, charge and spin): 379.4 kJ/mol
* gap between HOMO and LUMO (spin up / spin down): 5.398 / 4.078 eV
* spin multiplicity: 5
* E: -57353.0166 eV
* HOMO energy (spin up / spin down): -0.3027 / -0.3798 Ha